No. 1
Density functional theory data (ωB97M-V with the def2-TZVPD basis set) for C42H40InN4O4P as an isolated structure.

```
! RIJCOSX wB97M-V def2-TZVPD def2/J DEFGRID3
* xyz 0 1
In -1.220 -0.435 -0.751
O -0.480 -3.948 2.047
C -0.560 -4.939 1.125
C -0.525 -6.255 1.575
C -0.634 -7.304 0.677
C -0.791 -7.051 -0.680
C -0.809 -5.739 -1.132
C -0.673 -4.673 -0.249
C -0.586 -3.235 -0.727
O -1.182 -2.355 0.140
N -1.053 -3.153 -2.166
N -1.484 -1.960 -2.409
C -1.928 -1.598 -3.585
C -2.507 -0.288 -3.735
C -2.973 0.163 -4.978
C -3.556 1.407 -5.073
C -3.684 2.195 -3.930
C -3.199 1.684 -2.743
N -2.620 0.486 -2.638
H -0.828 -3.136 1.607
H -0.433 -6.428 2.642
H -0.608 -8.324 1.042
H -0.900 -7.870 -1.380
H -0.919 -5.520 -2.185
H -1.937 -2.306 -4.404
H -2.873 -0.481 -5.842
H -3.925 1.766 -6.027
H -4.144 3.174 -3.958
H -3.282 2.253 -1.823
C 2.310 1.660 4.093
C 2.496 0.249 3.596
C 3.444 -0.551 4.231
C 3.658 -1.873 3.865
C 2.922 -2.431 2.835
C 1.989 -1.647 2.175
C 1.757 -0.319 2.541
P 0.441 0.459 1.531
C 0.963 2.193 1.281
C 0.224 3.251 1.803
C 0.606 4.565 1.582
C 1.731 4.832 0.817
C 2.467 3.784 0.283
C 2.105 2.457 0.501
C 2.957 1.345 -0.066
C -1.013 0.510 2.613
C -0.969 0.188 3.973
C -2.131 0.048 4.709
C -3.363 0.195 4.080
C -3.422 0.495 2.732
C -2.260 0.673 1.972
C -2.349 0.995 0.529
H 2.741 1.764 5.089
H 1.260 1.936 4.146
H 2.803 2.385 3.439
H 4.016 -0.125 5.049
H 4.392 -2.466 4.398
H 3.067 -3.465 2.545
H 1.419 -2.069 1.357
H -0.651 3.037 2.410
H 0.024 5.380 1.998
H 2.035 5.857 0.631
H 3.351 4.000 -0.312
H 3.652 1.728 -0.815
H 2.345 0.560 -0.516
H 3.547 0.865 0.720
H -0.015 0.022 4.458
H -2.078 -0.194 5.764
H -4.279 0.070 4.645
H -4.384 0.593 2.241
H -1.792 1.893 0.242
H -3.373 1.049 0.163
O 0.405 0.423 -2.547
C 1.156 1.497 -3.088
C 0.608 2.871 -2.782
C 1.022 3.926 -3.591
C 0.555 5.199 -3.329
C -0.317 5.381 -2.267
C -0.668 4.272 -1.518
N -0.220 3.036 -1.759
H 0.997 -0.313 -2.308
H 1.168 1.391 -4.175
H 2.193 1.453 -2.745
H 1.688 3.739 -4.426
H 0.857 6.036 -3.948
H -0.704 6.359 -2.010
H -1.354 4.378 -0.681
C 1.913 -3.678 -1.532
C 0.839 -2.743 -1.069
O 1.035 -1.518 -1.022
H 1.987 -4.542 -0.870
H 2.865 -3.150 -1.578
H 1.647 -4.041 -2.526
*
```

Computed properties:
HOMO-LUMO gap (alpha / beta) ... 0.258 / 0.258 Eh
Energy ... -72816.494 eV
LUMO level (alpha / beta) ... 0.2 / 0.2 eV

And the Mulliken charges, in e, turn out to be: atom 1 (In): 2.0742, atom 2 (O): -0.7252, atom 3 (C): 0.4509, atom 4 (C): -0.5294, atom 5 (C): -0.3691, atom 6 (C): -0.8514, atom 7 (C): -0.5897, atom 8 (C): -0.2330, atom 9 (C): 2.4004, atom 10 (O): -1.1366, atom 11 (N): -1.4986, atom 12 (N): 0.5402, atom 13 (C): -1.0379, atom 14 (C): 1.0793, atom 15 (C): -1.0605, atom 16 (C): -0.2091, atom 17 (C): -1.0590, atom 18 (C): 0.0459, atom 19 (N): 0.0476, atom 20 (H): 0.4214, atom 21 (H): 0.4425, atom 22 (H): 0.3859, atom 23 (H): 0.4126, atom 24 (H): 0.4470, atom 25 (H): 0.4203, atom 26 (H): 0.4231, atom 27 (H): 0.4305, atom 28 (H): 0.4301, atom 29 (H): 0.3891, atom 30 (C): -1.4508, atom 31 (C): 1.2070, atom 32 (C): -0.8572, atom 33 (C): -0.8722, atom 34 (C): -0.7182, atom 35 (C): -0.7817, atom 36 (C): -0.0755, atom 37 (P): 1.7962, atom 38 (C): 1.2960, atom 39 (C): -0.1875, atom 40 (C): -0.9943, atom 41 (C): -0.6543, atom 42 (C): -0.5497, atom 43 (C): 0.1039, atom 44 (C): -1.4006, atom 45 (C): 0.7513, atom 46 (C): -1.2230, atom 47 (C): -0.8122, atom 48 (C): -0.8362, atom 49 (C): -0.7941, atom 50 (C): 0.4693, atom 51 (C): -0.9874, atom 52 (H): 0.5393, atom 53 (H): 0.2150, atom 54 (H): 0.2487, atom 55 (H): 0.4451, atom 56 (H): 0.3767, atom 57 (H): 0.5060, atom 58 (H): 0.0089, atom 59 (H): 0.4273, atom 60 (H): 0.3897, atom 61 (H): 0.4027, atom 62 (H): 0.4054, atom 63 (H): 0.4690, atom 64 (H): -0.1164, atom 65 (H): 0.2422, atom 66 (H): 0.2952, atom 67 (H): 0.4521, atom 68 (H): 0.3770, atom 69 (H): 0.4462, atom 70 (H): 0.1044, atom 71 (H): 0.6839, atom 72 (O): 0.1295, atom 73 (C): -1.2221, atom 74 (C): 0.7292, atom 75 (C): -1.0668, atom 76 (C): -0.4853, atom 77 (C): -1.0293, atom 78 (C): -0.3890, atom 79 (N): 0.8145, atom 80 (H): 0.0566, atom 81 (H): 0.5543, atom 82 (H): 0.3932, atom 83 (H): 0.5122, atom 84 (H): 0.4362, atom 85 (H): 0.4790, atom 86 (H): 0.3777, atom 87 (C): -1.9803, atom 88 (C): 0.0530, atom 89 (O): -0.3976, atom 90 (H): 0.3605, atom 91 (H): 0.4119, atom 92 (H): 0.3738

=====

No. 2
Density functional theory data (ωB97M-V with the def2-TZVPD basis set) for C42H41P2SiTl as an isolated structure.

```
! RIJCOSX wB97M-V def2-TZVPD def2/J DEFGRID3
* xyz 0 1
Tl -1.718 -0.981 -0.531
C -1.069 -3.089 2.921
Si -0.223 -1.955 1.674
C 1.330 -2.900 1.106
C 1.942 -3.839 1.953
C 3.077 -4.532 1.570
C 3.630 -4.321 0.310
C 3.041 -3.411 -0.549
C 1.904 -2.700 -0.156
P 1.179 -1.433 -1.275
C 1.148 -2.328 -2.868
C 0.696 -3.651 -2.866
C 0.535 -4.344 -4.057
C 0.821 -3.725 -5.268
C 1.246 -2.405 -5.282
C 1.399 -1.707 -4.091
C 2.561 -0.232 -1.360
C 3.626 -0.260 -2.256
C 4.650 0.676 -2.156
C 4.626 1.637 -1.156
C 3.575 1.664 -0.248
C 2.546 0.740 -0.356
C 0.504 -0.561 2.788
C 1.483 -0.876 3.736
C 1.921 0.055 4.666
C 1.375 1.334 4.680
C 0.417 1.684 3.740
C -0.004 0.752 2.790
P -1.201 1.111 1.467
C -2.804 0.660 2.248
C -2.925 0.287 3.585
C -4.163 -0.072 4.106
C -5.292 -0.063 3.298
C -5.182 0.304 1.963
C -3.946 0.661 1.439
C -1.285 2.938 1.393
C -2.434 3.686 1.626
C -2.409 5.072 1.495
C -1.240 5.721 1.130
C -0.088 4.981 0.887
C -0.115 3.602 1.011
H -0.429 -3.251 3.796
H -1.307 -4.060 2.476
H -2.002 -2.634 3.268
H 1.514 -4.038 2.931
H 3.533 -5.243 2.249
H 4.512 -4.868 0.000
H 3.462 -3.257 -1.537
H 0.481 -4.143 -1.925
H 0.186 -5.369 -4.038
H 0.704 -4.270 -6.197
H 1.454 -1.911 -6.224
H 1.704 -0.668 -4.119
H 3.673 -1.018 -3.027
H 5.473 0.646 -2.860
H 5.429 2.362 -1.082
H 3.556 2.405 0.543
H 1.721 0.761 0.351
H 1.921 -1.870 3.745
H 2.686 -0.215 5.385
H 1.695 2.056 5.421
H -0.004 2.683 3.745
H -2.050 0.272 4.225
H -4.243 -0.357 5.148
H -6.256 -0.339 3.709
H -6.059 0.312 1.327
H -3.858 0.978 0.403
H -3.352 3.195 1.920
H -3.310 5.643 1.682
H -1.225 6.799 1.029
H 0.828 5.480 0.594
H 0.784 3.026 0.809
C -2.563 2.471 -3.554
C -1.690 1.411 -2.862
C -1.376 0.300 -3.875
C -0.382 2.060 -2.397
C -2.504 0.934 -1.687
H -1.982 2.970 -4.335
H -2.891 3.231 -2.839
H -3.446 2.020 -4.010
H -0.801 0.700 -4.720
H -2.294 -0.148 -4.260
H -0.791 -0.489 -3.410
H 0.230 2.379 -3.248
H 0.206 1.357 -1.798
H -0.594 2.933 -1.774
H -3.474 0.585 -2.084
*
```

Computed properties:
HOMO-LUMO gap (alpha / beta) ... 0.223 / 0.225 Eh
Energy ... -75365.909 eV
LUMO level (alpha / beta) ... 0.0 / -0.1 eV

And the Mulliken charges, in e, turn out to be: atom 1 (Tl): 1.4318, atom 2 (C): -1.3736, atom 3 (Si): 0.4045, atom 4 (C): 0.5707, atom 5 (C): -0.2403, atom 6 (C): -0.8728, atom 7 (C): -0.8572, atom 8 (C): -0.4765, atom 9 (C): -0.0336, atom 10 (P): 1.2350, atom 11 (C): 0.2268, atom 12 (C): -0.9744, atom 13 (C): -0.6544, atom 14 (C): -0.6529, atom 15 (C): -0.8531, atom 16 (C): -0.3166, atom 17 (C): 0.1755, atom 18 (C): -0.4703, atom 19 (C): -0.7330, atom 20 (C): -0.6923, atom 21 (C): -0.6287, atom 22 (C): -0.2221, atom 23 (C): 0.8377, atom 24 (C): -0.4523, atom 25 (C): -0.8726, atom 26 (C): -0.8192, atom 27 (C): -0.7535, atom 28 (C): -0.2467, atom 29 (P): 1.3286, atom 30 (C): 0.1400, atom 31 (C): -0.7352, atom 32 (C): -0.7069, atom 33 (C): -0.5914, atom 34 (C): -0.8203, atom 35 (C): -0.1310, atom 36 (C): 0.4408, atom 37 (C): -0.6043, atom 38 (C): -0.6648, atom 39 (C): -0.6124, atom 40 (C): -0.6465, atom 41 (C): -0.1470, atom 42 (H): 0.3794, atom 43 (H): 0.3625, atom 44 (H): 0.3346, atom 45 (H): 0.3331, atom 46 (H): 0.4173, atom 47 (H): 0.4288, atom 48 (H): 0.3592, atom 49 (H): 0.4027, atom 50 (H): 0.4221, atom 51 (H): 0.3925, atom 52 (H): 0.4222, atom 53 (H): 0.6499, atom 54 (H): 0.4475, atom 55 (H): 0.4242, atom 56 (H): 0.3723, atom 57 (H): 0.5182, atom 58 (H): 0.3388, atom 59 (H): 0.3448, atom 60 (H): 0.4026, atom 61 (H): 0.4106, atom 62 (H): 0.4827, atom 63 (H): 0.4193, atom 64 (H): 0.4180, atom 65 (H): 0.3925, atom 66 (H): 0.4538, atom 67 (H): 0.4559, atom 68 (H): 0.3673, atom 69 (H): 0.4017, atom 70 (H): 0.3757, atom 71 (H): 0.4286, atom 72 (H): 0.2618, atom 73 (C): -2.1564, atom 74 (C): 2.3175, atom 75 (C): -1.6228, atom 76 (C): -1.3960, atom 77 (C): -1.2903, atom 78 (H): 0.4624, atom 79 (H): 0.4029, atom 80 (H): 0.4403, atom 81 (H): 0.4291, atom 82 (H): 0.3883, atom 83 (H): 0.1337, atom 84 (H): 0.5876, atom 85 (H): -0.0033, atom 86 (H): 0.3029, atom 87 (H): 0.4479

=====

No. 3
Density functional theory data (ωB97M-V with the def2-TZVPD basis set) for C42H42N4O3P2RuS as an isolated structure.

```
! RIJCOSX wB97M-V def2-TZVPD def2/J DEFGRID3
* xyz 3 2
Ru -0.004 -0.190 0.300
O -1.047 -2.428 -1.702
S -0.246 -2.305 -0.496
C -0.900 -3.375 0.758
C -1.354 -4.646 0.437
C -1.787 -5.466 1.469
C -1.765 -5.021 2.787
C -1.367 -3.727 3.088
C -0.934 -2.892 2.060
P -0.626 -1.140 2.284
C 1.096 -0.833 2.713
C 1.505 0.381 3.299
C 2.812 0.547 3.711
C 3.738 -0.477 3.512
C 3.365 -1.657 2.884
C 2.049 -1.843 2.489
C -1.816 -0.502 3.448
C -1.476 -0.104 4.743
C -2.471 0.351 5.595
C -3.788 0.408 5.158
C -4.125 0.007 3.870
C -3.143 -0.450 3.008
C 1.406 -2.943 -0.767
C 1.725 -4.291 -0.764
C 3.039 -4.669 -1.016
C 4.014 -3.714 -1.269
C 3.683 -2.365 -1.308
C 2.373 -1.975 -1.066
P 1.800 -0.270 -1.261
C 3.184 0.856 -1.102
C 3.591 1.217 0.180
C 4.687 2.046 0.352
C 5.375 2.518 -0.761
C 4.969 2.163 -2.040
C 3.873 1.331 -2.218
C 1.176 -0.115 -2.941
C 0.597 1.098 -3.315
C 0.168 1.287 -4.616
C 0.303 0.262 -5.547
C 0.865 -0.950 -5.174
C 1.306 -1.141 -3.872
H -1.399 -4.971 -0.594
H -2.156 -6.458 1.245
H -2.096 -5.678 3.580
H -1.425 -3.361 4.105
H 0.778 1.161 3.496
H 3.113 1.464 4.200
H 4.758 -0.349 3.851
H 4.089 -2.445 2.732
H 1.746 -2.790 2.059
H -0.458 -0.180 5.100
H -2.221 0.646 6.605
H -4.561 0.757 5.830
H -5.154 0.045 3.540
H -3.412 -0.766 2.005
H 0.984 -5.048 -0.553
H 3.302 -5.718 -1.005
H 5.035 -4.023 -1.449
H 4.437 -1.620 -1.532
H 3.049 0.847 1.041
H 5.007 2.329 1.346
H 6.231 3.167 -0.629
H 5.508 2.534 -2.901
H 3.560 1.056 -3.218
H 0.508 1.910 -2.599
H -0.251 2.240 -4.912
H -0.017 0.412 -6.569
H 0.971 -1.745 -5.899
H 1.749 -2.089 -3.594
N -0.177 1.913 0.723
C -1.640 2.156 0.865
C -2.051 3.608 0.605
C -2.001 4.129 -0.848
C -3.372 4.304 -1.520
N -3.942 3.084 -2.077
C -3.781 2.615 -3.305
N -3.261 3.371 -4.282
N -4.128 1.356 -3.566
C -2.375 1.150 -0.018
O -3.580 1.182 -0.113
O -1.639 0.259 -0.668
H 0.342 2.314 1.499
H 0.154 2.412 -0.103
H -1.900 1.907 1.897
H -1.404 4.224 1.233
H -3.057 3.744 1.006
H -1.356 3.511 -1.486
H -1.541 5.118 -0.835
H -3.331 5.077 -2.286
H -4.088 4.672 -0.785
H -4.323 2.434 -1.400
H -3.210 4.369 -4.165
H -3.311 3.047 -5.234
H -4.434 0.745 -2.826
H -4.117 0.989 -4.502
*
```

Computed properties:
HOMO-LUMO gap (alpha / beta) ... 0.251 / 0.249 Eh
Energy ... -88312.893 eV
LUMO level (alpha / beta) ... -8.8 / -9.4 eV

And the Mulliken charges, in e, turn out to be: atom 1 (Ru): 0.4995, atom 2 (O): -0.8317, atom 3 (S): 1.8686, atom 4 (C): -0.3153, atom 5 (C): -0.4146, atom 6 (C): -0.8166, atom 7 (C): -0.8298, atom 8 (C): -0.8245, atom 9 (C): -0.3643, atom 10 (P): 1.8254, atom 11 (C): 1.3220, atom 12 (C): -0.9104, atom 13 (C): -1.2231, atom 14 (C): -0.7223, atom 15 (C): -0.7546, atom 16 (C): -0.8032, atom 17 (C): 0.7023, atom 18 (C): -0.4292, atom 19 (C): -0.7608, atom 20 (C): -0.6000, atom 21 (C): -0.8331, atom 22 (C): -0.4125, atom 23 (C): 0.5227, atom 24 (C): -0.7953, atom 25 (C): -0.8703, atom 26 (C): -0.9963, atom 27 (C): -1.1974, atom 28 (C): 0.3171, atom 29 (P): 2.3270, atom 30 (C): 0.1841, atom 31 (C): 0.0704, atom 32 (C): -0.7571, atom 33 (C): -0.7167, atom 34 (C): -0.7953, atom 35 (C): -0.4640, atom 36 (C): 0.7384, atom 37 (C): -0.3216, atom 38 (C): -0.6273, atom 39 (C): -0.8165, atom 40 (C): -0.8114, atom 41 (C): -0.4087, atom 42 (H): 0.6915, atom 43 (H): 0.4811, atom 44 (H): 0.4981, atom 45 (H): 0.5988, atom 46 (H): 0.7251, atom 47 (H): 0.5251, atom 48 (H): 0.4750, atom 49 (H): 0.5280, atom 50 (H): 0.3974, atom 51 (H): 0.5199, atom 52 (H): 0.4853, atom 53 (H): 0.4493, atom 54 (H): 0.5015, atom 55 (H): 0.4882, atom 56 (H): 0.5429, atom 57 (H): 0.4604, atom 58 (H): 0.4814, atom 59 (H): 0.5880, atom 60 (H): -0.2326, atom 61 (H): 0.4918, atom 62 (H): 0.4387, atom 63 (H): 0.4656, atom 64 (H): 0.4905, atom 65 (H): 0.3027, atom 66 (H): 0.5739, atom 67 (H): 0.4381, atom 68 (H): 0.4826, atom 69 (H): 0.4301, atom 70 (N): -0.3565, atom 71 (C): 0.6734, atom 72 (C): -1.3741, atom 73 (C): 0.2956, atom 74 (C): -1.4657, atom 75 (N): -0.0817, atom 76 (C): 0.9166, atom 77 (N): -0.3220, atom 78 (N): -0.3578, atom 79 (C): 1.0988, atom 80 (O): -0.8988, atom 81 (O): -1.1738, atom 82 (H): 0.3699, atom 83 (H): 0.2208, atom 84 (H): -0.0683, atom 85 (H): 0.4872, atom 86 (H): 0.6199, atom 87 (H): -0.2350, atom 88 (H): 0.4825, atom 89 (H): 0.3535, atom 90 (H): 0.4769, atom 91 (H): 0.2562, atom 92 (H): 0.1735, atom 93 (H): 0.2548, atom 94 (H): 0.1803, atom 95 (H): 0.2019